No. 1
Below is a 2-piece molecular cluster, C3H7NO4 overall in a non-equilibrium geometry, with properties calculated with ωB97M-V/def2-TZVPD.

CARTESIAN COORDINATES (ANGSTROEM)
C: -0.031 1.185 -1.532
C: -0.430 -0.119 -0.906
N: -1.561 -0.178 -0.230
O: -1.979 -1.493 -0.144
H: -0.459 1.254 -2.534
H: 1.057 1.208 -1.627
H: -0.364 2.023 -0.916
H: -0.036 -1.029 -1.384
H: -2.830 -1.417 0.329
O: 1.854 -0.888 0.626
C: 1.079 -0.225 1.290
O: 0.058 -0.791 2.059
O: 1.381 0.984 1.797
H: 0.001 -1.713 1.740
H: 2.259 1.198 1.433

Properties
SMILES: C/C=N/O.O=C(O)O
M in g mol⁻¹: 121.1
HOMO in eV: -9.62
Orbital gap in eV: 10.18
Net charge: 0


No. 2
Below is the molecule C3H7NO4 in a non-equilibrium geometry, with properties calculated with ωB97M-V/def2-TZVPD.

CARTESIAN COORDINATES (ANGSTROEM)
C: 0.717 0.119 1.747
N: 0.684 0.811 0.078
C: -0.029 -0.104 -0.839
O: 0.777 -1.255 -0.861
O: -0.178 0.474 -2.080
C: -1.493 -0.367 -0.232
O: -1.518 -0.484 1.005
O: -2.370 -0.374 -1.093
H: -0.173 0.148 2.363
H: 1.156 -0.859 1.593
H: 1.422 0.852 2.122
H: 0.199 1.705 0.093
H: 1.635 0.943 -0.265
H: 0.311 -1.943 -1.352
H: -1.140 0.335 -2.280

Properties
SMILES: C[NH2+]C(O)(O)C(=O)[O-]
M in g mol⁻¹: 121.1
HOMO in eV: -9.02
Orbital gap in eV: 9.24
Net charge: 0


No. 3
Below is the molecule C3H7NO4S in a non-equilibrium geometry, with properties calculated with ωB97M-V/def2-TZVPD.

CARTESIAN COORDINATES (ANGSTROEM)
C: -0.557 -0.503 0.510
C: 0.909 -0.602 0.928
C: -0.897 0.859 -0.083
H: -0.478 -1.568 -1.178
H: -1.941 -1.621 -0.471
H: -1.141 -0.548 1.428
H: 1.108 -1.607 1.249
H: 1.167 0.074 1.761
H: 1.561 1.837 0.028
H: -2.168 1.736 -1.078
N: -0.935 -1.650 -0.302
O: 2.420 1.324 -0.028
O: 1.201 -0.241 -1.655
O: -2.030 0.839 -0.784
O: -0.284 1.885 0.118
S: 2.065 -0.213 -0.444

Properties
M in g mol⁻¹: 153.2
HOMO in eV: -9.57
Orbital gap in eV: 10.11
Net charge: 0


No. 4
Below is the molecule C3H7NOS in a non-equilibrium geometry, with properties calculated with ωB97M-V/def2-TZVPD.

CARTESIAN COORDINATES (ANGSTROEM)
C: 0.148 -0.002 1.372
C: 0.333 -0.174 -0.076
C: -0.801 0.557 -0.863
S: 1.629 -1.009 -0.619
N: 3.326 0.060 -0.253
O: 3.518 0.312 0.924
H: -0.606 -0.636 1.956
H: 1.156 -0.301 1.819
H: -0.086 0.979 1.638
H: -1.527 -0.097 -1.333
H: -0.410 1.383 -1.541
H: -1.407 1.073 -0.161
H: 1.647 -0.717 -1.976

Properties
SMILES: CC(C)=[SH]#[N+][O-]
M in g mol⁻¹: 105.2
HOMO (spin up / spin down) in eV: -6.95 / -7.57
Orbital gap (spin up / spin down) in eV: 7.57 / 7.29
Net charge: 0


No. 5
Below is the molecule C3H7NOS in a non-equilibrium geometry, with properties calculated with ωB97M-V/def2-TZVPD.

CARTESIAN COORDINATES (ANGSTROEM)
C: 1.321 0.633 -0.461
C: 0.338 -0.102 0.432
N: -1.035 0.038 0.037
S: -2.043 -1.463 0.003
C: -1.606 1.223 -0.166
O: -1.106 2.306 -0.245
H: 0.831 0.785 -1.462
H: 1.543 1.682 -0.044
H: 2.234 0.133 -0.622
H: 0.478 -1.301 0.418
H: 0.268 0.129 1.497
H: -2.837 -1.020 -0.970
H: -2.696 1.176 -0.374

Properties
SMILES: CCN(S)C=O
M in g mol⁻¹: 105.2
HOMO in eV: -9.15
Orbital gap in eV: 9.55
Net charge: 0


No. 6
Below is a 2-piece molecular cluster, C3H7NOS overall in a non-equilibrium geometry, with properties calculated with ωB97M-V/def2-TZVPD.

CARTESIAN COORDINATES (ANGSTROEM)
C: 1.136 -1.723 -0.636
C: -1.287 0.131 1.494
C: -1.738 0.870 0.504
N: 0.786 -0.458 -0.942
O: 0.330 -2.600 -0.456
S: 1.874 0.680 -1.141
H: 2.235 -1.920 -0.554
H: -0.710 0.549 2.307
H: -1.470 -0.928 1.535
H: 1.499 1.600 -0.168
H: -2.305 0.444 -0.305
H: -1.552 1.930 0.442
H: 1.202 1.425 -2.080

Properties
M in g mol⁻¹: 105.2
HOMO (spin up / spin down) in eV: -4.92 / -10.33
Multiplicity: 3
Orbital gap (spin up / spin down) in eV: 5.34 / 7.11
Net charge: 0


- Which value of net charge does entry 5 give?
  0